Entry 1:
Below is a molecular structure, C47H33AsCdN10 at a distorted geometry, with properties calculated with ωB97M-V with the def2-TZVPD basis set.

Molar mass (g/mol): 925.2
Energy relative to the best compared isomer or geometry (same formula, charge and spin) (kJ/mol): 0.00

Cartesian coordinates (Å):
Cd  -0.34  -0.55  -0.29
C  -1.06  -4.01  -6.10
C  -2.37  -3.49  -6.10
C  -2.81  -2.72  -5.04
C  -1.90  -2.49  -4.01
C  -2.04  -1.69  -2.75
N  -3.12  -0.92  -2.54
C  -3.40  -0.46  -1.36
C  -4.64  0.17  -0.99
C  -5.71  0.63  -1.75
C  -6.75  1.29  -1.09
C  -6.71  1.38  0.29
C  -5.64  1.00  1.09
C  -4.63  0.38  0.39
C  -3.31  -0.13  0.83
N  -3.02  -0.04  2.07
C  -1.82  -0.61  2.47
N  -0.78  -1.05  1.80
C  0.14  -1.59  2.66
N  1.23  -2.22  2.40
C  1.60  -2.65  1.18
N  0.96  -2.39  -0.02
C  1.59  -3.01  -1.07
N  1.20  -3.07  -2.29
C  -0.01  -2.66  -2.74
N  -0.91  -1.81  -2.06
C  -0.64  -3.08  -4.00
C  -0.18  -3.84  -5.04
C  2.82  -3.59  -0.53
C  3.83  -4.22  -1.22
C  4.95  -4.40  -0.46
C  5.00  -4.13  0.90
C  3.91  -3.69  1.62
C  2.82  -3.34  0.86
C  -0.29  -1.16  4.04
C  0.34  -1.36  5.27
C  -0.38  -0.85  6.35
C  -1.62  -0.20  6.24
C  -2.24  -0.16  4.99
C  -1.58  -0.63  3.89
N  -2.60  -0.58  -0.21
H  -0.81  -4.66  -6.92
H  -3.05  -3.69  -6.90
H  -3.81  -2.34  -4.97
H  -5.67  0.50  -2.84
H  -7.58  1.63  -1.69
H  -7.58  1.86  0.79
H  -5.70  1.15  2.21
H  0.84  -4.19  -5.11
H  3.73  -4.48  -2.29
H  5.82  -4.84  -0.81
H  5.96  -4.30  1.40
H  3.85  -3.60  2.72
H  1.33  -1.75  5.29
H  0.04  -0.95  7.33
H  -2.16  0.14  7.15
H  -3.23  0.30  4.86
C  3.45  0.46  0.42
As  1.88  0.91  -0.62
C  2.43  0.43  -2.43
C  1.99  2.89  -0.66
C  3.39  3.47  -0.53
C  4.05  3.86  -1.68
C  5.33  4.44  -1.56
C  5.89  4.68  -0.31
C  5.27  4.25  0.85
C  4.01  3.70  0.72
H  4.37  0.92  0.02
H  3.60  -0.63  0.46
H  3.42  0.75  1.48
H  3.44  0.79  -2.61
H  1.74  0.85  -3.17
H  2.48  -0.65  -2.46
H  1.42  3.19  0.20
H  1.51  3.29  -1.53
H  3.61  3.74  -2.69
H  5.81  4.77  -2.46
H  6.84  5.22  -0.29
H  5.70  4.37  1.87
H  3.42  3.31  1.57
N  -1.59  3.98  4.78
C  -1.80  3.65  3.69
C  -2.01  3.35  2.34
C  -3.21  3.60  1.70
C  -3.31  3.36  0.35
C  -2.21  2.75  -0.27
N  -1.12  2.35  0.38
C  -1.02  2.63  1.65
H  -4.03  3.96  2.30
H  -4.23  3.61  -0.18
H  -2.23  2.71  -1.35
H  -0.17  2.20  2.19

---

Entry 2:
Below is a molecular structure, C47H35BrN5O6S2Ti at a distorted geometry, with properties calculated with ωB97M-V with the def2-TZVPD basis set.

Molar mass (g/mol): 957.7
Net charge: -1
Energy relative to the best compared isomer or geometry (same formula, charge and spin) (kJ/mol): 148.86

Cartesian coordinates (Å):
Ti  -1.07  -0.21  -1.04
O  2.40  -6.56  2.76
C  2.89  -5.34  2.42
O  4.08  -5.18  2.32
C  1.88  -4.27  2.17
C  0.62  -4.29  2.75
C  -0.31  -3.33  2.43
C  0.00  -2.31  1.53
C  1.28  -2.26  0.97
C  2.21  -3.24  1.29
N  -0.99  -1.38  1.11
C  -1.96  -1.12  1.91
C  -3.14  -0.45  1.40
C  -4.28  -0.24  2.18
C  -5.41  0.29  1.58
C  -5.37  0.58  0.22
C  -4.20  0.36  -0.48
N  -3.10  -0.12  0.11
H  1.44  -6.58  2.64
H  0.34  -5.07  3.45
H  -1.31  -3.41  2.83
H  1.54  -1.50  0.25
H  3.19  -3.22  0.84
H  -1.97  -1.44  2.95
H  -4.27  -0.50  3.23
H  -6.30  0.46  2.16
H  -6.23  0.98  -0.30
H  -4.11  0.59  -1.53
C  -2.46  3.82  1.14
C  -2.88  4.61  0.07
C  -2.74  4.11  -1.21
C  -2.18  2.85  -1.40
N  -1.83  2.08  -0.37
C  -1.96  2.57  0.87
C  -1.90  2.27  -2.73
C  -2.09  3.00  -3.91
C  -1.75  2.44  -5.13
C  -1.22  1.16  -5.18
C  -1.03  0.44  -4.01
C  -1.36  0.98  -2.77
H  -2.50  4.18  2.16
H  -3.27  5.60  0.24
H  -3.02  4.72  -2.05
H  -1.65  1.93  1.68
H  -2.46  4.01  -3.88
H  -1.88  3.02  -6.04
H  -0.95  0.72  -6.14
H  -0.63  -0.57  -4.07
O  0.32  -1.20  -1.74
O  1.66  -0.76  -1.73
S  4.94  1.46  0.96
C  3.28  1.15  0.38
C  2.23  1.15  1.36
C  0.96  1.00  0.91
N  0.60  0.81  -0.38
C  1.63  0.67  -1.37
C  3.02  0.99  -0.93
C  5.78  0.06  0.25
C  6.75  0.23  -0.72
C  7.39  -0.90  -1.22
N  7.12  -2.14  -0.82
C  6.18  -2.29  0.11
C  5.49  -1.23  0.68
H  2.44  1.32  2.40
H  0.15  1.02  1.63
H  1.34  1.20  -2.28
H  3.79  1.06  -1.68
H  7.00  1.21  -1.09
H  8.16  -0.79  -1.98
H  5.97  -3.31  0.43
H  4.74  -1.41  1.44
S  0.52  4.60  -1.56
C  0.41  5.30  0.01
C  0.87  4.61  1.16
C  0.71  5.13  2.43
C  0.08  6.35  2.63
C  -0.36  7.06  1.52
C  -0.20  6.55  0.24
H  1.36  3.66  1.01
H  1.08  4.56  3.28
H  -0.05  6.76  3.63
H  -0.85  8.03  1.64
H  -0.55  7.11  -0.62
Br  -1.22  -7.33  1.85
C  -1.43  -5.95  0.55
C  -2.49  -5.08  0.65
C  -2.60  -4.04  -0.26
C  -1.67  -3.91  -1.29
C  -0.62  -4.82  -1.39
C  -0.48  -5.83  -0.45
C  -1.76  -2.81  -2.32
O  -1.48  -3.04  -3.47
O  -2.14  -1.66  -1.84
H  -3.22  -5.20  1.44
H  -3.40  -3.32  -0.19
H  0.09  -4.70  -2.19
H  0.35  -6.52  -0.51

---

Question: What is the formula in the second record?
Answer: C47H35BrN5O6S2Ti